Density functional theory data (ωB97M-V with the def2-TZVPD basis set) for 2 unconnected molecules or ions with the total composition C2HClNO2.

The multiplicity is 3. As for the charge: -1. As for the expectation value of S²: 2.013. The calculation puts the highest occupied orbital energy (spin up / spin down) at -2.497 / -3.217 eV. The lowest unoccupied orbital energy (spin up / spin down) comes out at 3.9 / 3.8 eV. The value obtained for the relative energy (zero: lowest compared OMol25 entry of this formula, charge and spin) is 56.4 kcal/mol.

CARTESIAN COORDINATES (ANGSTROEM)
C: 0.245 -0.183 -0.133
C: 0.852 0.979 0.453
N: -2.017 -0.299 -1.028
O: 0.272 0.156 1.295
O: 1.487 1.996 0.369
Cl: 1.253 -1.499 -0.611
H: -2.092 -1.150 -0.344